74
Properties=species:S:1:pos:R:3:forces:R:3:lowdin_spin:R:1 method="wB97M-V/def2-TZVPD" s_squared=6.008 fmax_ev_per_a=1.69 orbital_gap_ha="0.266 / 0.267" de_lowest_kcal_mol=25.2 spin_multiplicity=5 charge=-1
Fe -0.775531 2.158928 0.796147 -0.5 0.6 -0.5 3.782
C -3.463431 4.098128 0.863147 0.0 0.0 0.0 0.002
N -2.113931 4.215628 1.397347 0.3 -0.3 0.0 0.025
C -2.148631 4.463328 2.830247 0.0 0.0 0.1 0.002
C -1.372931 5.281128 0.724347 0.3 0.0 -0.3 0.001
C -1.201531 5.029128 -0.779653 -0.1 0.0 0.0 0.004
N -1.062731 3.613428 -1.023653 0.2 -0.8 1.5 0.039
C -0.829431 3.158528 -2.237353 0.1 -0.3 -0.8 0.005
C -0.819031 1.744428 -2.413353 -0.1 0.1 0.2 0.003
F -1.063831 1.010228 -1.275353 0.1 0.1 -0.4 0.020
C -0.609231 1.110928 -3.607253 0.0 0.1 -0.1 0.000
F -0.655631 -0.237272 -3.673453 0.0 0.2 0.1 0.000
C -0.361931 1.839628 -4.763053 0.0 0.1 0.1 0.003
C -0.367331 3.222228 -4.645653 0.0 -0.3 -0.1 0.000
F -0.140331 3.953828 -5.762653 0.0 0.0 0.3 0.000
C -0.598931 3.872228 -3.453253 -0.1 0.1 0.1 0.003
F -0.601031 5.234728 -3.465653 0.0 -0.2 0.0 0.001
H -4.026231 5.039728 0.965747 0.0 0.0 0.1 0.001
H -3.985131 3.305128 1.392047 -0.1 -0.1 0.1 0.000
H -3.410731 3.829228 -0.188553 0.0 0.0 -0.1 0.000
H -2.652531 5.414728 3.066547 0.0 -0.1 0.0 0.001
H -1.131031 4.513128 3.212747 0.1 0.0 0.0 0.000
H -2.666131 3.644028 3.325847 0.0 0.0 0.0 0.000
H -0.380731 5.322928 1.176547 0.0 0.0 0.1 0.000
H -1.862731 6.259528 0.881647 0.0 -0.1 0.0 0.000
H -0.319731 5.592528 -1.106653 -0.1 0.0 0.1 0.001
H -2.065031 5.421928 -1.338353 0.1 0.1 0.1 0.001
H -0.162131 1.354228 -5.700153 0.0 -0.1 -0.2 0.000
Se 2.972669 5.090528 0.955347 1.0 1.1 -0.2 0.011
C 1.851669 3.785128 1.151847 -1.1 -1.2 0.4 0.013
N 1.074169 2.926328 1.318047 -0.4 -0.1 -0.1 0.023
O -1.989931 0.796628 2.299747 0.1 1.1 -0.3 0.028
C -1.289931 -0.204972 2.033047 -0.2 -0.3 0.2 0.007
O -0.427231 -0.194172 1.121247 0.1 0.7 -0.3 0.022
C -1.465431 -1.498272 2.804347 0.1 0.2 -0.1 0.001
C -0.153631 -2.253072 2.866547 0.4 0.0 -0.6 0.001
Ge 0.730969 -2.436572 1.051547 0.2 -0.5 0.2 0.000
C 1.979769 -3.980072 1.421247 -0.3 0.5 -0.1 0.000
C 2.218169 -4.479472 2.694847 -0.2 0.2 0.1 0.000
C 3.048469 -5.567372 2.903447 0.1 -0.2 0.2 0.000
C 3.670369 -6.179272 1.829747 0.1 -0.1 0.0 0.000
C 3.466069 -5.681172 0.553247 0.1 -0.1 -0.2 0.000
C 2.634569 -4.592872 0.359647 0.0 0.1 -0.2 0.000
C -0.634431 -3.202472 -0.166553 0.4 0.3 0.4 0.000
C -1.528131 -2.373872 -0.832453 0.0 0.2 0.0 0.000
C -2.492031 -2.895972 -1.675353 -0.2 0.0 -0.1 0.000
C -2.583931 -4.265472 -1.858653 -0.1 -0.1 -0.1 0.000
C -1.708831 -5.105072 -1.189953 -0.1 -0.2 -0.1 0.000
C -0.741931 -4.574072 -0.353753 0.2 -0.1 0.1 0.000
C 1.873869 -1.169272 0.022647 -0.4 -0.5 0.5 0.000
C 1.574369 -0.931772 -1.310653 -0.2 -0.2 0.0 0.000
C 2.311269 -0.025272 -2.051153 0.1 0.1 -0.2 0.000
C 3.363269 0.656128 -1.463353 0.1 0.1 -0.1 0.000
C 3.683969 0.408928 -0.139653 0.2 0.1 0.1 0.000
C 2.943769 -0.501272 0.595847 0.0 -0.1 0.2 0.000
H -2.212931 -2.088872 2.267147 -0.1 0.0 0.0 0.000
H -1.858331 -1.265572 3.795347 -0.1 0.0 -0.1 0.000
H -0.329731 -3.268772 3.225447 0.1 0.0 0.0 0.000
H 0.524569 -1.759572 3.561147 0.1 0.0 0.1 0.000
H 1.747969 -4.008572 3.547347 0.0 0.0 0.1 0.000
H 3.207669 -5.943872 3.906147 0.0 0.0 0.0 0.000
H 4.310269 -7.038472 1.986947 0.0 0.0 0.0 0.000
H 3.955669 -6.149672 -0.290653 0.0 0.0 -0.1 0.000
H 2.476669 -4.200772 -0.637453 0.1 0.0 -0.1 0.000
H -1.459631 -1.309072 -0.679653 0.0 0.2 -0.1 0.000
H -3.170031 -2.231372 -2.193353 0.0 0.0 0.0 0.000
H -3.332531 -4.677272 -2.523453 0.0 0.0 0.0 0.000
H -1.780131 -6.177072 -1.324653 0.0 0.0 0.0 0.000
H -0.054631 -5.231572 0.162947 0.0 -0.1 0.0 0.000
H 0.749369 -1.455372 -1.772453 -0.1 0.0 -0.1 0.000
H 2.059869 0.158728 -3.087953 0.0 0.0 0.0 0.000
H 3.927669 1.380528 -2.035353 0.0 0.0 0.0 0.000
H 4.507069 0.938328 0.322047 0.0 0.0 0.0 0.000
H 3.196769 -0.689872 1.631247 0.1 0.1 0.1 0.000